1.
Molecular formula: C24H36Cl2N5O5PS2SbTi
Method: DFT, ωB97M-V/def2-TZVPD

```
77
Properties=species:S:1:pos:R:3:forces:R:3:mulliken_charge:R:1
Ti 1.800 0.026 -0.648 -1.699 -3.049 -1.446 2.2320
N 0.035 1.625 2.557 -0.035 0.065 -0.497 -0.3377
N 0.970 1.247 3.559 -0.304 -0.027 0.159 -0.1918
C 2.252 0.936 3.212 -0.070 0.325 -0.020 0.5408
O 3.010 0.435 4.020 0.335 -0.321 0.294 -0.7008
O 2.573 1.277 1.975 -0.081 0.355 0.225 -0.1457
H -0.899 1.488 2.927 0.143 -0.038 0.022 0.1106
H 0.157 1.009 1.744 -0.110 -0.004 0.446 -0.0357
H 0.621 0.741 4.364 0.184 0.011 -0.311 0.2743
S -0.467 -0.954 -1.448 -0.285 0.343 -0.460 -0.7111
C -0.298 -1.125 -3.211 0.058 0.106 0.162 -0.6833
C -1.265 -1.830 -3.915 -0.043 -0.043 -0.031 -0.3865
C -1.140 -2.054 -5.274 -0.118 -0.130 -0.138 -0.6691
C -0.028 -1.567 -5.946 -0.063 -0.034 -0.126 -0.5387
C 0.934 -0.858 -5.260 -0.034 0.000 0.051 -0.7428
C 0.828 -0.624 -3.886 -0.013 0.043 0.064 0.8181
S 2.093 0.253 -3.079 0.026 0.042 -0.432 -0.6187
H -2.122 -2.206 -3.373 -0.128 -0.048 0.031 0.4246
H -1.900 -2.609 -5.806 -0.067 -0.036 -0.022 0.3752
H 0.091 -1.744 -7.007 -0.022 -0.004 -0.073 0.3397
H 1.803 -0.471 -5.771 0.106 0.025 -0.080 0.4431
Cl 5.862 2.650 -0.637 0.132 -0.006 -0.024 -0.2672
C 4.233 3.228 -0.630 -0.536 -1.095 -0.004 0.5411
C 3.974 4.590 -0.579 -0.811 0.397 0.059 -0.8618
C 2.667 5.036 -0.564 0.747 -0.018 0.021 1.1178
Cl 2.389 6.745 -0.522 -0.083 0.386 0.013 -0.3024
C 1.565 4.161 -0.576 0.100 -0.450 0.031 -0.6560
C 0.206 4.536 -0.569 -0.407 -0.690 -0.122 -1.2783
C -0.744 3.527 -0.620 0.456 1.285 0.116 -1.0454
C -0.371 2.200 -0.624 0.772 -1.003 -0.059 -0.2681
N 0.916 1.789 -0.590 -1.798 2.631 0.139 1.5712
C 1.864 2.778 -0.599 -0.086 0.550 -0.009 0.7530
C 3.192 2.295 -0.659 0.655 1.066 -0.094 -0.2141
O 3.339 0.999 -0.738 1.980 1.494 0.168 -1.1037
H 4.794 5.292 -0.542 -0.007 0.045 -0.038 0.4499
H -0.076 5.577 -0.552 -0.006 0.063 0.013 0.4224
H -1.795 3.773 -0.645 -0.102 -0.013 0.004 0.4968
H -1.127 1.425 -0.678 0.230 0.045 0.063 0.3378
N 4.550 -0.307 1.305 0.303 0.314 -0.273 -0.4171
C 4.004 -1.570 1.749 -0.670 -0.777 -0.225 -0.8808
P 2.349 -2.091 0.767 0.745 -1.460 1.373 0.0805
O 2.835 -1.730 -0.681 0.511 -0.527 -0.188 -0.7049
O 1.300 -0.954 0.997 -0.557 0.183 0.741 -0.1108
C 1.074 -3.778 0.009 0.492 0.280 0.551 -0.5645
N 0.996 -3.460 -1.409 -0.084 0.233 -0.537 -0.0618
H 4.601 -0.290 0.285 0.198 0.065 0.329 0.0668
H 5.472 -0.125 1.693 -0.098 -0.009 -0.065 0.2169
H 3.443 0.790 1.723 0.130 -0.107 0.178 0.2781
H 3.773 -1.530 2.814 -0.054 -0.016 -0.047 0.3632
H 4.671 -2.424 1.552 -0.092 0.052 0.051 0.5269
H 0.098 -3.782 0.475 -0.139 0.107 0.066 -0.0909
H 1.599 -4.712 0.186 0.108 0.011 0.018 0.4679
H 0.785 -4.237 -2.040 0.065 0.257 0.039 0.3689
H 1.897 -2.978 -1.634 -0.373 -0.188 -0.213 0.4612
H 0.259 -2.627 -1.476 0.632 -0.760 -0.083 -0.4453
C -5.686 0.057 0.101 0.002 -0.027 -0.017 -1.2056
C -4.734 -1.078 0.420 0.509 0.130 0.015 -0.7420
Sb -2.734 -0.394 1.061 -0.875 -0.619 0.916 0.4281
C -3.507 0.273 3.030 0.200 -0.084 -0.426 -1.0881
C -3.839 1.754 3.053 0.012 -0.008 0.090 -1.0821
C -2.233 -2.386 1.856 0.087 0.507 -0.192 -0.6502
C -2.569 -3.511 0.895 -0.024 0.033 0.026 -1.2371
H -6.626 -0.329 -0.299 -0.078 0.092 -0.022 0.3633
H -5.254 0.732 -0.636 -0.047 0.124 -0.073 0.3001
H -5.912 0.629 0.998 -0.082 0.151 0.044 0.2464
H -4.592 -1.701 -0.463 0.055 -0.109 -0.005 0.4280
H -5.147 -1.697 1.217 0.108 -0.129 0.052 0.4101
H -2.750 0.050 3.784 0.073 -0.141 0.007 0.5624
H -4.393 -0.313 3.267 -0.032 -0.196 0.023 0.5288
H -2.980 2.353 2.750 0.001 0.162 -0.022 0.2433
H -4.141 2.074 4.052 -0.033 0.125 0.014 0.3528
H -4.656 1.974 2.369 -0.052 0.149 -0.070 0.2730
H -2.764 -2.518 2.800 0.023 0.131 0.039 0.5850
H -1.162 -2.365 2.055 0.082 0.036 0.088 0.2632
H -3.646 -3.622 0.787 -0.090 -0.048 -0.086 0.4074
H -2.171 -4.459 1.260 0.016 -0.101 -0.060 0.4328
H -2.145 -3.309 -0.087 0.015 -0.104 -0.151 0.1366
```
Forces are in eV/Å.

Calculated values
- DFT total energy: -128821.99039 eV
- Multiplicity: 3
- LUMO energy (spin up / spin down): 0.082 / 0.078 Eh
- Maximum force: 3.8 eV/Å
- Charge: -1
- Relative energy (zero: lowest compared OMol25 entry of this formula, charge and spin): 3.3955 eV

2.
Molecular formula: C24H36EuN9O5
Method: DFT, ωB97M-V/def2-TZVPD

```
75
Properties=species:S:1:pos:R:3:forces:R:3:mulliken_charge:R:1
Eu 8.636 -14.575 -10.869 -1.459 0.189 -0.402 1.2692
N 8.427 -17.343 -10.570 -0.596 0.244 -0.269 -0.5334
C 9.681 -17.791 -11.208 -0.370 -1.192 0.083 0.2548
C 10.071 -19.201 -10.675 1.254 -0.639 -1.424 -1.0347
C 10.511 -19.410 -9.206 -1.160 0.800 -0.363 -0.8457
C 11.815 -20.162 -9.007 0.005 0.796 2.682 -0.9447
N 12.968 -19.370 -9.433 -0.478 -0.818 -0.968 0.0252
C 14.114 -19.956 -9.752 0.248 -0.556 0.355 0.7275
N 15.049 -19.228 -10.360 1.235 0.318 -0.938 -0.3878
N 14.380 -21.246 -9.422 -0.605 0.343 0.071 -0.3347
C 10.807 -16.722 -11.151 0.057 0.902 0.083 0.4128
O 11.832 -17.020 -10.495 -0.145 0.084 -0.619 -0.8389
O 10.564 -15.602 -11.748 0.692 -2.140 0.825 -0.7798
H 8.392 -17.584 -9.583 0.270 0.043 -0.073 0.1634
H 7.619 -17.829 -10.986 0.592 0.416 0.179 0.2741
H 9.432 -17.910 -12.278 0.209 0.048 0.358 0.3087
H 10.969 -19.528 -11.255 -0.661 0.237 -0.094 0.4411
H 9.267 -19.925 -10.983 0.621 0.705 0.474 0.4060
H 9.729 -19.984 -8.746 -0.240 -0.586 0.488 0.4749
H 10.469 -18.462 -8.662 0.538 -0.003 -0.032 0.4118
H 11.764 -21.108 -9.516 0.024 -0.516 -0.244 0.4364
H 11.933 -20.308 -7.869 -0.205 -0.230 -1.652 0.3657
H 12.662 -18.543 -9.968 0.189 0.592 0.113 0.3227
H 14.797 -18.328 -10.758 -0.072 -0.185 0.372 0.2278
H 15.938 -19.601 -10.727 -1.065 0.028 0.560 0.2251
H 13.664 -21.868 -9.063 0.174 0.537 -0.030 0.1969
H 15.306 -21.635 -9.425 0.130 0.264 -0.225 0.2097
O 7.468 -13.846 -12.898 -0.088 0.348 -1.876 -0.3994
C 6.150 -13.281 -13.247 0.302 -0.049 1.481 2.3661
C 5.525 -13.349 -11.792 -0.672 1.098 0.859 -0.0829
O 4.497 -12.660 -11.791 0.231 -1.150 0.948 -0.6914
O 6.154 -13.905 -10.781 -0.764 0.707 -2.290 -0.6654
C 5.396 -14.131 -14.286 0.548 0.815 -1.132 -0.2004
C 4.317 -13.559 -15.013 -0.693 0.367 0.537 -0.1869
C 3.404 -14.398 -15.706 1.079 0.728 0.168 -0.6724
C 3.721 -15.753 -15.877 0.169 0.743 0.364 -0.3622
C 4.980 -16.202 -15.460 -0.341 -1.035 -0.690 -0.5950
C 5.847 -15.374 -14.737 -0.803 -0.682 0.786 -0.4514
C 6.264 -11.786 -13.746 0.654 -1.080 -0.038 -0.4366
C 5.845 -10.599 -13.118 -0.004 -1.203 -0.124 -0.3561
C 6.136 -9.358 -13.620 -0.021 1.212 -0.906 -0.7959
C 6.783 -9.251 -14.868 0.272 0.007 0.419 -0.3855
C 7.115 -10.420 -15.530 0.393 -0.385 -0.683 -0.6889
C 6.891 -11.688 -14.974 0.223 0.709 -0.555 -0.1463
H 7.909 -14.041 -13.726 0.414 0.043 -0.451 0.3786
H 4.218 -12.428 -14.997 -0.349 -1.717 0.256 0.2919
H 2.500 -13.969 -16.164 0.525 -0.228 0.291 0.3529
H 2.977 -16.382 -16.356 0.393 -0.161 0.004 0.3939
H 5.253 -17.264 -15.712 -0.058 1.288 0.340 0.3005
H 6.799 -15.794 -14.425 -0.129 0.083 0.193 0.2495
H 5.181 -10.701 -12.302 -0.226 -0.018 1.002 0.6120
H 5.763 -8.448 -13.101 0.397 -0.787 -0.391 0.3551
H 7.085 -8.293 -15.317 -0.461 -0.400 0.323 0.3890
H 7.556 -10.383 -16.535 -0.081 0.138 0.471 0.3477
H 7.176 -12.572 -15.568 -0.173 0.409 0.427 0.2838
C 9.360 -10.351 -6.726 1.355 -0.445 0.107 -1.2434
N 9.808 -10.990 -7.979 -1.004 -0.794 1.428 0.1012
C 11.185 -10.679 -8.326 -0.316 0.926 -0.788 -1.1414
C 9.212 -12.127 -8.472 0.137 -0.216 -1.320 0.5028
N 9.510 -12.647 -9.628 1.394 1.705 0.369 -0.5454
N 8.157 -12.694 -7.737 0.625 0.281 0.435 -0.0453
C 7.759 -14.008 -7.628 0.268 -0.253 -1.648 0.5545
N 6.733 -14.181 -6.726 0.840 0.170 -0.422 -0.4262
N 8.264 -14.899 -8.446 -1.618 -0.702 2.298 -0.4615
H 8.309 -10.197 -6.672 -0.968 -0.145 -0.105 0.4351
H 9.772 -9.350 -6.760 0.130 0.161 0.218 0.4460
H 9.729 -10.861 -5.794 -0.284 0.322 -0.856 0.3247
H 11.766 -10.469 -7.413 -0.093 -0.489 -0.389 0.3538
H 11.155 -9.730 -8.905 0.412 -0.559 0.120 0.3274
H 11.591 -11.489 -8.951 0.232 0.466 0.564 0.4173
H 10.245 -12.047 -10.106 -1.228 -1.073 0.794 0.1067
H 7.707 -12.102 -7.084 -0.223 0.690 0.447 0.1497
H 6.668 -13.590 -5.912 0.006 -0.044 -0.086 0.2167
H 6.408 -15.115 -6.614 -0.237 -0.383 0.143 0.2111
H 7.796 -15.806 -8.204 0.652 0.899 -0.353 0.0576
```
Forces are in eV/Å.

Calculated values
- DFT total energy: -68447.30691 eV
- Multiplicity: 8
- LUMO energy (spin up / spin down): -0.081 / -0.081 Eh
- Maximum force: 2.9 eV/Å
- Charge: +1
- Relative energy (zero: lowest compared OMol25 entry of this formula, charge and spin): 0.5037 eV

3.
Molecular formula: C24H36N9O5S3Sn
Method: DFT, ωB97M-V/def2-TZVPD

```
78
Properties=species:S:1:pos:R:3:forces:R:3:mulliken_charge:R:1
Sn 0.023 -0.678 -0.254 0.382 0.065 0.078 1.5837
C 4.454 -1.243 3.291 -0.005 -0.025 0.019 -1.0433
N 3.857 0.061 3.056 0.077 0.060 0.069 0.0808
C 4.722 1.199 3.326 -0.018 -0.120 -0.025 -0.9741
C 2.675 0.126 2.409 -0.005 -0.121 -0.105 0.9341
O 2.064 -0.867 2.041 -0.066 -0.047 -0.012 -0.6085
C 2.118 1.516 2.110 0.027 0.147 -0.109 -1.2880
O 0.831 1.442 1.557 -0.184 -0.158 -0.191 -0.2903
C -0.255 1.830 2.358 0.068 0.051 -0.162 -1.0342
C -1.265 0.700 2.499 0.057 -0.154 0.143 0.5345
O -1.056 -0.416 2.003 0.012 0.137 -0.163 -0.8612
N -2.364 0.976 3.198 -0.093 0.049 0.060 0.2507
C -3.378 -0.050 3.396 -0.054 -0.040 -0.026 -1.0630
C -2.611 2.277 3.810 -0.060 -0.086 -0.032 -0.9331
H 4.916 -1.246 4.278 0.015 -0.025 0.010 0.3358
H 3.685 -2.007 3.242 0.020 0.031 0.002 0.2652
H 5.221 -1.462 2.545 0.021 -0.004 -0.013 0.3324
H 5.117 1.121 4.339 -0.003 0.002 0.002 0.3270
H 5.564 1.216 2.630 0.015 0.001 0.001 0.3155
H 4.194 2.140 3.244 -0.062 0.059 -0.009 0.3589
H 2.122 2.140 3.006 -0.002 0.025 0.012 0.4668
H 2.758 1.993 1.361 0.039 0.029 0.061 0.5772
H 0.074 2.152 3.350 -0.032 -0.014 0.040 0.8054
H -0.744 2.680 1.877 -0.055 0.071 -0.003 0.1431
H -3.084 -0.952 2.868 -0.007 0.044 0.023 0.2345
H -3.486 -0.267 4.459 -0.008 -0.011 0.010 0.3711
H -4.332 0.305 3.006 -0.014 -0.005 -0.002 0.3803
H -2.422 3.085 3.108 0.023 0.053 -0.019 0.3145
H -3.663 2.323 4.082 0.011 0.014 0.010 0.3734
H -2.017 2.418 4.716 0.016 0.011 -0.017 0.3193
O -3.399 2.315 0.156 0.277 -0.305 -0.075 -0.7243
C -2.931 3.325 -0.623 0.082 0.024 -0.014 0.4365
C -3.720 4.469 -0.691 0.026 0.065 -0.058 -0.6954
C -3.319 5.548 -1.453 -0.029 -0.005 0.004 -0.3515
C -2.123 5.504 -2.163 0.023 -0.004 0.002 -0.8081
C -1.334 4.376 -2.088 0.018 0.029 0.000 -0.6032
C -1.710 3.270 -1.320 -0.083 -0.103 0.087 0.1483
C -0.797 2.100 -1.236 -0.137 0.196 -0.024 0.7743
O -1.263 1.009 -0.666 -0.025 -0.161 0.227 -0.4461
N 0.399 2.235 -1.711 0.079 -0.077 0.049 -0.5207
N 1.182 1.101 -1.515 -0.262 -0.053 -0.008 0.3987
C 2.092 0.943 -2.393 0.170 0.055 0.039 -0.0194
S 3.255 -0.367 -2.249 -0.032 0.028 -0.015 -0.0259
C 3.743 -0.275 -3.992 -0.012 0.011 -0.017 -0.5843
C 3.801 1.195 -4.363 -0.013 -0.018 -0.003 -0.6710
S 2.276 1.988 -3.781 -0.010 -0.004 0.048 -0.0259
H -2.814 1.546 -0.017 -0.087 0.123 0.100 0.1732
H -4.654 4.482 -0.145 -0.004 -0.014 0.016 0.4637
H -3.946 6.428 -1.501 -0.007 0.007 -0.002 0.3979
H -1.814 6.344 -2.768 0.008 0.013 -0.009 0.4228
H -0.394 4.322 -2.621 -0.016 0.010 -0.004 0.5001
H 3.004 -0.801 -4.596 0.007 -0.012 -0.004 0.1937
H 4.713 -0.758 -4.094 0.005 -0.004 0.002 0.4538
H 3.841 1.327 -5.444 0.023 -0.005 0.003 0.4152
H 4.662 1.684 -3.910 0.000 -0.010 -0.008 0.3095
N 1.079 -3.259 -1.561 0.084 -0.086 -0.140 -0.2728
N 0.789 -3.584 -2.884 0.125 -0.057 0.178 -0.3794
C 0.113 -2.730 -3.675 -0.061 0.006 -0.118 0.7234
N -0.018 -3.135 -4.960 -0.055 0.083 0.107 -0.5058
S -0.517 -1.254 -3.194 -0.050 0.061 0.023 -0.3593
H 2.069 -3.066 -1.437 -0.107 -0.049 -0.044 0.2510
H 0.765 -3.984 -0.928 -0.014 -0.013 -0.011 0.2378
H 1.217 -4.402 -3.300 -0.030 0.088 0.073 0.1880
H 0.155 -4.088 -5.232 0.014 -0.022 -0.002 0.1927
H -0.621 -2.585 -5.548 0.036 -0.021 0.030 0.2203
N -0.472 -3.656 1.638 0.011 -0.070 -0.054 -0.2478
C -1.443 -3.876 0.682 0.107 0.021 0.201 0.2785
C -1.924 -5.164 0.416 -0.055 -0.013 0.023 -0.9887
C -2.881 -5.317 -0.562 0.005 -0.029 -0.028 -0.4029
C -3.331 -4.203 -1.268 -0.006 0.007 0.014 -0.8729
C -2.781 -2.980 -0.951 0.026 -0.042 -0.021 -0.3217
N -1.852 -2.812 -0.003 -0.169 0.240 -0.178 0.3134
H -0.400 -4.346 2.368 0.027 -0.012 -0.041 0.2930
H -0.399 -2.705 1.970 -0.009 0.096 0.028 0.0869
H -1.562 -6.007 0.990 0.003 -0.017 -0.005 0.4447
H -3.283 -6.299 -0.774 0.002 -0.008 -0.004 0.4131
H -4.087 -4.285 -2.035 -0.009 -0.001 -0.008 0.4736
H -3.085 -2.083 -1.478 0.010 0.012 -0.011 0.4150
```
Forces are in eV/Å.

Calculated values
- DFT total energy: -87454.74328 eV
- LUMO energy: -0.068 Eh
- Maximum force: 0.4 eV/Å
- Charge: +1
- Relative energy (zero: lowest compared OMol25 entry of this formula, charge and spin): 0.5840 eV